Molecular formula: C13H52IN3O12P
Method: DFT, wB97M-V/def2-TZVPD

Summary:
HOMO level ... -11.79 eV
Total charge ... +1
Gap between HOMO and LUMO ... 6.52 eV
Spin multiplicity ... 1
LUMO energy ... -5.3 eV
M ... 600.45 g/mol
Maximum force ... 0.0581 hartree/bohr
Energy ... -2232.22342 Eh

Geometry as XYZ:
```
82
C13H52IN3O12P | OMol25 | wB97M-V/def2-TZVPD
I 3.122 -1.699 0.020
P -0.028 -1.151 -0.278
O -0.356 -5.488 -0.709
O 7.571 1.790 1.552
O -5.892 -6.021 -3.274
O 7.330 6.755 -3.419
O 6.923 5.090 0.242
O -4.197 -3.896 0.568
O 3.461 3.852 2.086
O -0.657 4.208 3.935
O -0.619 -2.684 -0.055
O -0.912 3.629 1.201
O -7.408 -8.525 0.383
O -3.984 -0.185 -1.841
N 1.364 -1.034 0.858
N 1.440 1.411 0.851
N 1.620 0.174 2.798
C -1.789 3.607 0.066
C -4.692 -4.229 -0.731
C 1.461 0.200 1.469
C -1.169 -5.569 -1.880
C -7.190 -6.237 -2.717
C 6.178 4.971 -0.968
C 4.760 3.250 2.044
C -5.255 -0.443 -1.236
C -1.371 -0.101 0.383
C -0.350 5.100 5.011
C 7.151 1.452 0.238
C -7.149 -7.588 1.425
C 6.926 6.412 -4.741
H 6.147 1.037 0.293
H -4.086 -5.025 -1.167
H -5.942 -0.867 -1.970
H -6.380 -6.875 1.115
H 2.822 3.157 1.905
H -1.906 -0.644 1.179
H -0.993 0.864 0.727
H -4.666 -3.346 -1.375
H 0.157 3.755 3.700
H 0.399 5.827 4.695
H -7.128 -6.899 -1.849
H -0.560 -5.942 -2.698
H -5.143 -1.135 -0.397
H -2.114 0.014 -0.433
H -6.586 -8.994 0.209
H 8.458 2.157 1.482
H 2.210 1.776 0.306
H 0.020 4.540 5.871
H -2.618 2.920 0.253
H -7.851 -6.678 -3.466
H -5.656 0.499 -0.872
H 5.738 5.933 -1.233
H -3.645 -1.027 -2.161
H -1.555 -4.578 -2.134
H 7.137 2.346 -0.390
H -6.823 -8.107 2.330
H 4.939 2.826 1.054
H 6.853 4.658 -1.759
H 1.366 1.079 3.197
H -3.290 -3.593 0.462
H 0.652 2.054 0.972
H 5.505 4.009 2.248
H 4.830 2.466 2.802
H -5.718 -4.574 -0.637
H 6.312 5.371 0.928
H -1.420 3.934 1.965
H 7.607 5.671 -5.167
H 6.908 7.300 -5.376
H -0.916 -5.163 0.004
H 7.825 0.707 -0.194
H 5.924 5.990 -4.692
H 1.038 -0.576 3.179
H 5.387 4.220 -0.849
H -8.070 -7.050 1.635
H -5.551 -6.877 -3.545
H -2.175 4.606 -0.135
H -1.221 3.262 -0.796
H 8.216 7.126 -3.477
H 0.127 -3.296 -0.197
H -1.261 5.622 5.289
H -7.595 -5.277 -2.404
H -1.998 -6.257 -1.706
```